(1)
ORCA calculation (ωB97M-V/def2-TZVPD) on the molecule C4H3NS.

The energy relative to the best compared isomer or geometry (same formula, charge and spin) comes out at 499.2 kJ/mol. The HOMO-LUMO gap (spin up / spin down) comes out at 6.47 / 6.76 eV.

```
9
C4H3NS, DFT ωB97M-V/def2-TZVPD
C 1.5243 1.0668 3.0783
C 1.8280 1.1402 4.3112
C 0.0041 -0.2093 1.5388
C 0.0282 0.0887 0.0422
N 0.7894 0.6130 2.1847
S -0.9491 -1.0483 2.5648
H 0.1954 1.0708 -0.1990
H -0.8950 -0.3219 -0.3047
H 0.7960 -0.5706 -0.5242
```

(2)
ORCA calculation (ωB97M-V/def2-TZVPD) on the molecule C4H3NS.

The energy relative to the best compared isomer or geometry (same formula, charge and spin) comes out at 410.4 kJ/mol. The HOMO-LUMO gap comes out at 7.86 eV. As for the SMILES: [H]/N=C1\CS2#CC=21.

```
9
C4H3NS, DFT ωB97M-V/def2-TZVPD
C -2.0792 -1.4494 -0.1354
C -3.2562 -0.9383 -0.0304
C -0.5092 -1.0389 0.0044
C -0.7664 0.4434 -0.1610
N 0.3747 -1.8173 0.2123
S -2.6420 0.6835 -0.0222
H -0.2453 1.1596 0.4967
H -0.6799 0.6564 -1.2741
H 1.3247 -1.3394 0.5581
```

(3)
ORCA calculation (ωB97M-V/def2-TZVPD) on the molecule C4H3NS.

The energy relative to the best compared isomer or geometry (same formula, charge and spin) comes out at 11.7 kJ/mol. The HOMO-LUMO gap comes out at 7.43 eV. As for the SMILES: S=C1C=CC=N1.

```
9
C4H3NS, DFT ωB97M-V/def2-TZVPD
C 1.1666 -0.2192 -0.0301
C 0.2974 0.9816 -0.0128
C -0.9789 0.4821 -0.0060
C -0.7919 -0.9941 -0.0060
H 0.6391 1.9648 -0.0304
H -1.8951 1.0778 0.1116
H -1.6226 -1.6892 -0.0356
N 0.4058 -1.4084 0.0055
S 2.7797 -0.1954 0.0038
```

(4)
ORCA calculation (ωB97M-V/def2-TZVPD) on the molecule C4H3NS2.

The energy relative to the best compared isomer or geometry (same formula, charge and spin) comes out at 36.6 kJ/mol. The HOMO-LUMO gap comes out at 7.69 eV. As for the SMILES: N#CC(=S)[C@@H]1CS1.

```
10
C4H3NS2, DFT ωB97M-V/def2-TZVPD
C 0.3805 0.2670 -0.9472
C 1.7798 0.4179 -1.2366
C 0.1047 -0.1690 0.4554
C -1.2859 -0.4207 0.9267
H 0.8826 -0.7773 0.9268
H -2.0791 -0.2811 0.1813
H -1.4031 -1.2195 1.6519
N 2.9154 0.5106 -1.4488
S -0.7291 0.5684 -2.0873
S -0.5657 1.1036 1.5779
```

(5)
ORCA calculation (ωB97M-V/def2-TZVPD) on a structure of composition C4H3O4Ru.

The HOMO-LUMO gap (spin up / spin down) comes out at 6.46 / 6.59 eV. Its net charge is +1. As for the multiplicity: 7.

```
12
C4H3O4Ru, DFT ωB97M-V/def2-TZVPD
C -0.0420 0.0405 -0.4675
C -0.4082 0.4493 0.8152
H 0.1974 1.1011 1.4503
O 2.2815 -0.1236 0.1579
C 1.2966 -0.2223 -0.7632
O 1.7001 0.2713 -1.9476
H 2.9346 0.5291 -0.1179
O -1.4711 -0.0717 1.5432
C -2.5556 -0.6305 0.8880
O -3.1587 -1.4768 1.5363
Ru -1.9085 -1.0406 -1.1270
H 1.1337 1.1742 -1.9676
```

(6)
ORCA calculation (ωB97M-V/def2-TZVPD) on the ion C4H3O5P with charge -2.

The energy relative to the best compared isomer or geometry (same formula, charge and spin) comes out at 0.0 kJ/mol. The HOMO-LUMO gap (spin up / spin down) comes out at 3.73 / 7.18 eV. Its net charge is -2. As for the multiplicity: 3.

```
13
C4H3O5P, DFT ωB97M-V/def2-TZVPD
C -0.0642 -0.7143 -0.5910
C 1.1550 -0.0409 -0.7842
C -0.8194 -0.2123 0.4438
C 0.4310 1.1125 0.9753
O 1.1382 2.4769 3.2904
O -0.1598 3.7617 1.5099
O -1.2804 1.8145 2.7761
O 1.3938 0.9656 0.0628
O -1.9126 -0.4251 1.0096
P 0.1390 2.4405 2.1695
H -0.3670 -1.5383 -1.2310
H 1.9093 -0.2245 -1.5383
H -1.5541 1.1298 2.1501
```

(7)
ORCA calculation (ωB97M-V/def2-TZVPD) on a structure of composition C4H3O5Sm.

The HOMO-LUMO gap (spin up / spin down) comes out at 4.69 / 9.29 eV. As for the multiplicity: 8.

```
13
C4H3O5Sm, DFT ωB97M-V/def2-TZVPD
O 3.2146 -0.2524 1.2254
C 2.4559 0.3388 0.5237
C -0.5372 -2.0950 -1.3423
C -1.7070 -2.1602 -0.3903
O -2.3710 -0.9080 -0.2792
C -1.6281 0.1793 -0.1578
O -0.5205 0.1808 -0.7964
O -1.8402 1.0455 0.7152
O 0.6078 -2.3576 -0.9572
H -0.7450 -1.9236 -2.4181
H -1.3388 -2.4677 0.5986
H -2.4137 -2.9310 -0.7289
Sm 0.6140 2.1367 0.6005
```

(8)
ORCA calculation (ωB97M-V/def2-TZVPD) on a cluster of 2 separate species, C4H4 in total.

The energy relative to the best compared isomer or geometry (same formula, charge and spin) comes out at 454.3 kJ/mol. The HOMO-LUMO gap comes out at 9.94 eV.

```
8
C4H4, DFT ωB97M-V/def2-TZVPD
C 1.7016 1.8851 -0.5891
C 2.3011 1.2200 0.1921
C -1.1330 -1.2321 0.1735
C -0.3774 -0.4072 0.7826
H 1.0757 2.3376 -1.2855
H -0.9348 -1.8563 -0.6088
H -2.0447 -1.5001 0.7113
H 3.1938 0.6404 0.9290
```

(9)
ORCA calculation (ωB97M-V/def2-TZVPD) on a cluster of 2 separate species, C4H4 in total.

The energy relative to the best compared isomer or geometry (same formula, charge and spin) comes out at 216.4 kJ/mol. The HOMO-LUMO gap comes out at 11.89 eV. As for the SMILES: C#C.C#C.

```
8
C4H4, DFT ωB97M-V/def2-TZVPD
C -2.4702 -0.4450 -0.1963
C -1.6618 0.3545 0.1790
C 1.5834 -0.1798 0.2931
C 2.5695 0.2520 -0.2001
H -3.0187 -1.2553 -0.6219
H -1.0378 1.1080 0.5281
H 0.5630 -0.6260 0.6276
H 3.4725 0.7916 -0.6095
```

(10)
ORCA calculation (ωB97M-V/def2-TZVPD) on a cluster of 2 separate species, C4H4 in total.

The energy relative to the best compared isomer or geometry (same formula, charge and spin) comes out at 643.9 kJ/mol. The HOMO-LUMO gap comes out at 8.29 eV.

```
8
C4H4, DFT ωB97M-V/def2-TZVPD
C -0.5637 0.5631 -0.6891
C -0.7547 1.4662 -1.5552
C 0.2173 0.3612 0.6493
C -0.3582 -0.7634 -0.1309
H 1.2653 0.3490 0.7339
H -0.2394 0.7941 1.5518
H -1.0599 -1.4344 0.1028
H 1.4932 -1.3358 -0.6626
```

(11)
ORCA calculation (ωB97M-V/def2-TZVPD) on the molecule C4H4.

The energy relative to the best compared isomer or geometry (same formula, charge and spin) comes out at 387.3 kJ/mol. The HOMO-LUMO gap (spin up / spin down) comes out at 8.48 / 8.46 eV.

```
8
C4H4, DFT ωB97M-V/def2-TZVPD
C -0.2129 -0.8400 0.1259
C -0.4026 0.4828 0.8266
C 0.0462 -0.1030 -1.1016
C 0.8529 0.2126 0.1910
H -0.2619 -1.8655 0.2133
H -1.0546 1.2787 0.9163
H -0.8384 0.5939 -1.3527
H 1.8713 0.2405 0.1812
```

(12)
ORCA calculation (ωB97M-V/def2-TZVPD) on a cluster of 3 separate species, C4H4 in total.

The energy relative to the best compared isomer or geometry (same formula, charge and spin) comes out at 679.7 kJ/mol. The HOMO-LUMO gap comes out at 8.29 eV.

```
8
C4H4, DFT ωB97M-V/def2-TZVPD
C -0.1926 0.4272 1.5867
C 0.1241 0.9704 2.7345
C -0.1541 -0.8354 0.6444
C -0.6583 0.4316 0.1861
H 0.7354 -1.2771 0.2952
H -0.8480 -1.6467 0.7349
H 0.4027 1.4392 -1.6458
H -0.0349 1.8163 -2.3568
```

(13)
ORCA calculation (ωB97M-V/def2-TZVPD) on a cluster of 16 separate species, C4H40N2O15 in total.

The energy relative to the best compared isomer or geometry (same formula, charge and spin) comes out at 125.0 kJ/mol. The HOMO-LUMO gap comes out at 9.65 eV.

```
61
C4H40N2O15, DFT ωB97M-V/def2-TZVPD
C -0.1346 -1.9215 1.3037
C 0.6025 -0.9977 0.3152
C -0.3606 -0.1323 -0.5234
N -0.8777 0.9767 0.2909
C -2.0315 1.6386 -0.1966
N -2.8653 2.1102 0.6410
H -0.8452 -1.3430 2.0155
H -0.6938 -2.6823 0.7384
H 0.5534 -2.4369 1.9799
H 1.2554 -1.6372 -0.4282
H 1.2866 -0.4294 0.8551
H 0.0958 0.2709 -1.3838
H -1.2266 -0.7313 -0.9341
H -0.7461 0.9003 1.2637
H -2.0518 1.6848 -1.2820
H -3.6579 2.6272 0.3119
H 3.6251 -1.9743 0.0055
H 3.6826 -0.4539 -0.2044
O 4.0181 -1.1323 0.3624
H -1.6068 -4.1565 -1.9694
H -0.7742 -2.8340 -1.9821
O -1.3373 -3.4282 -1.4092
H 1.0402 1.6501 2.1588
H 2.5307 1.3380 2.1571
O 1.8704 1.8759 1.6952
H 1.5160 -1.1737 4.8533
H 0.6869 -0.3794 3.6718
O 1.2938 -1.1944 3.8448
H -2.1687 0.3360 -2.8442
H -1.0044 -0.5191 -3.3669
O -1.4708 0.3540 -3.4730
H -1.0369 1.1114 3.3795
H 0.1748 1.7349 4.0594
O -0.0705 1.0639 3.3909
H -2.6292 -2.5678 -0.5819
H -2.6911 -1.6347 0.6079
O -3.1996 -1.9902 -0.1352
H 3.7429 -0.4919 1.9571
H 2.7278 -0.5234 3.1739
O 3.4358 -0.0104 2.7335
H -0.1060 1.4996 -3.5947
H 0.6880 2.3937 -2.6661
O 0.7496 1.8545 -3.4857
H -3.4418 -0.6927 -1.1302
H -4.3407 0.1087 -2.1658
O -3.5192 0.1158 -1.7544
H 0.8581 -1.2873 -2.8560
H 0.2336 -2.2464 -3.9278
O -0.0081 -1.8409 -3.1012
H 2.4896 1.7392 -1.1711
H 2.5184 1.2654 0.2439
O 2.9066 1.1175 -0.6456
H 0.5437 2.4999 -0.3415
H 1.2760 3.7911 -0.6840
O 1.0112 2.9521 -1.0497
H 1.6876 0.5466 -3.1611
H 2.4671 -0.0259 -1.8818
O 2.0906 -0.3184 -2.7698
H -2.8124 1.6842 2.4343
H -3.2903 0.6022 3.3785
O -2.6599 1.3443 3.2782
```

(14)
ORCA calculation (ωB97M-V/def2-TZVPD) on a cluster of 16 separate species, C4H41NO15 in total.

The energy relative to the best compared isomer or geometry (same formula, charge and spin) comes out at 213.6 kJ/mol. The HOMO-LUMO gap comes out at 9.21 eV.

```
61
C4H41NO15, DFT ωB97M-V/def2-TZVPD
C -1.1663 0.3173 1.5553
C -0.0673 -0.4525 0.8138
N -0.6907 -1.4311 -0.0731
C 0.3371 -2.1163 -0.9156
C 0.1485 -3.6153 -0.9728
H -1.6066 -0.4003 2.2407
H -1.8968 0.6899 0.8297
H -0.8430 1.2628 1.9924
H 0.6185 0.1625 0.2285
H 0.5522 -0.9291 1.5951
H -1.2242 -2.1321 0.4371
H 0.3420 -1.5052 -1.8294
H 1.3280 -1.8705 -0.5108
H 0.7973 -4.1372 -0.2591
H -0.8424 -3.9372 -0.6489
H 0.5095 -4.0713 -1.8986
H 1.4743 2.1928 -0.9523
H 2.9339 2.0327 -0.5947
O 2.1211 2.4588 -0.2848
H -2.7845 1.9787 -2.9167
H -3.4155 1.8320 -1.5337
O -3.3067 2.4555 -2.2654
H -2.5160 -3.6480 2.1704
H -3.6977 -3.5751 1.1823
O -2.7559 -3.7532 1.2395
H -3.3156 -0.5209 -2.4819
H -2.2792 -0.6247 -1.3157
O -2.9137 -0.0390 -1.7545
H 1.6489 3.2756 2.4456
H 1.5118 2.1823 1.4249
O 1.5266 2.3212 2.3946
H -1.9270 -2.0820 4.4541
H -0.8874 -2.2897 3.3865
O -1.6903 -2.6897 3.7371
H 2.2765 0.4899 5.0388
H 1.4223 1.1193 4.0354
O 1.3352 0.6288 4.8699
H -1.3177 -2.0903 -2.6118
H -0.9466 -3.4644 -3.1820
O -1.6137 -2.7792 -3.2106
H -1.6100 0.8207 4.4374
H -0.8713 -0.1901 5.2401
O -1.7424 -0.0403 4.8492
H 3.3965 -0.4995 -0.5854
H 3.9270 -0.1683 -1.8789
O 4.0221 0.1351 -0.9664
H 1.0469 1.2050 -3.0195
H 2.6447 1.0548 -3.1993
O 1.8949 1.0049 -2.6054
H -2.0849 -0.2051 -5.1370
H -0.8955 0.3819 -4.3560
O -1.4654 0.5298 -5.1151
H 0.2338 3.1194 -2.2714
H -1.3304 2.8542 -2.1796
O -0.4608 2.4590 -2.3439
H 3.5999 1.0155 2.5598
H 4.5543 -0.2396 2.4676
O 4.4316 0.6297 2.8511
H 0.8731 5.0561 -2.2630
H 1.7848 4.8311 -1.0414
O 0.8722 4.9996 -1.3023
```

(15)
ORCA calculation (ωB97M-V/def2-TZVPD) on a cluster of 16 separate species, C4H42NO16 in total.

The energy relative to the best compared isomer or geometry (same formula, charge and spin) comes out at 657.7 kJ/mol. The HOMO-LUMO gap comes out at 10.34 eV. Its net charge is +1.

```
63
C4H42NO16, DFT ωB97M-V/def2-TZVPD
C 0.1330 2.8862 0.4741
C -1.1005 2.0526 -0.0357
C -2.3084 2.7009 0.8184
C -2.1198 2.4973 2.4230
O -3.4613 1.9826 0.4219
N -0.9183 0.6016 0.1323
H 0.5019 2.9558 1.4617
H 1.1136 2.4004 0.0142
H 0.2311 3.8309 -0.1411
H -1.1894 2.1683 -1.1207
H -2.4824 3.7750 0.5372
H -2.6430 3.3887 2.8666
H -2.6374 1.5504 2.5505
H -1.0805 2.6155 2.6828
H -3.6669 1.3565 1.1670
H -1.8914 0.1703 -0.0181
H -0.2782 0.3465 -0.5997
H -0.5669 0.3233 1.0655
H 2.8407 -0.2979 2.4744
H 2.2051 -1.1048 1.3930
O 1.9899 -0.6628 2.2328
H 0.6070 -3.7416 1.2942
H -0.1771 -5.0571 1.6444
O -0.2290 -4.2769 1.1022
H -0.6096 -0.4716 -4.2210
H -0.6240 0.1744 -2.8256
O -0.4871 0.3462 -3.7426
H -3.7670 -1.0224 -0.7561
H -3.3172 -2.3929 -0.9512
O -2.9294 -1.4945 -0.9201
H 3.2831 2.8799 2.0806
H 2.0779 3.6415 1.4317
O 2.6754 3.6372 2.1836
H -1.6689 -3.2425 0.3878
H -2.7714 -3.6432 1.5281
O -2.6580 -3.3475 0.6348
H -1.5922 -1.7898 -1.9122
H -0.0188 -2.1970 -1.7475
O -0.6474 -1.5963 -2.1256
H 1.7010 -0.3044 -2.0555
H 1.0522 1.1077 -2.0120
O 1.2135 0.3134 -1.4903
H -3.2980 -1.7534 -4.0145
H -3.8191 -3.1038 -3.0802
O -3.0964 -2.4763 -3.3792
H 0.5479 2.1925 -3.6508
H 1.7214 2.1975 -4.8717
O 1.2614 2.5684 -4.1301
H 0.6000 0.1196 3.0036
H -0.7913 -0.4335 3.5765
O -0.3445 0.2453 3.0596
H 1.5186 2.3999 3.6882
H 1.2489 1.7542 5.0861
O 1.5879 1.6209 4.2166
H 2.5141 1.4627 -3.2816
H 3.6418 0.6462 -4.1511
O 2.7866 0.5659 -3.7455
H 3.3740 -3.0689 -0.4619
H 4.8289 -2.8404 -0.4292
O 4.1869 -3.5694 -0.5077
H 2.6239 -3.8089 2.3815
H 2.8408 -4.1258 0.8681
O 2.2825 -3.6521 1.4952
```

(16)
ORCA calculation (ωB97M-V/def2-TZVPD) on a structure of composition C4H4AgLiO2.

The energy relative to the best compared isomer or geometry (same formula, charge and spin) comes out at 171.1 kJ/mol. The HOMO-LUMO gap comes out at 4.62 eV.

```
12
C4H4AgLiO2, DFT ωB97M-V/def2-TZVPD
H 1.7943 3.2785 0.2571
C -1.5158 -0.5865 0.8979
C -0.5741 -0.7268 2.0494
C 0.6376 -0.4679 1.2451
C 1.3888 0.1364 0.4565
O 1.9038 0.5190 -0.6090
O -2.0477 0.4888 0.6020
H -1.7051 -1.4919 0.2906
H -0.6045 -1.7429 2.4692
H -0.7785 0.0350 2.8147
Li -3.6942 1.0305 0.0410
Ag 2.2160 2.8679 -1.8246
```

(17)
ORCA calculation (ωB97M-V/def2-TZVPD) on the molecule C4H4BClS.

The energy relative to the best compared isomer or geometry (same formula, charge and spin) comes out at 0.0 kJ/mol. The HOMO-LUMO gap comes out at 8.70 eV. As for the SMILES: Bc1ccc(Cl)s1.

```
11
C4H4BClS, DFT ωB97M-V/def2-TZVPD
B -1.9399 1.2529 -0.1272
C -0.3346 -0.7494 -0.0184
C 0.9452 -1.1224 0.1280
C -0.6151 0.5673 -0.0380
C 1.8050 -0.1004 0.1269
S 1.1562 1.4473 0.1041
Cl 3.5063 -0.3936 -0.0471
H -2.0219 2.5206 -0.0536
H -2.6353 0.3289 -0.2965
H -1.1054 -1.5559 0.0150
H 1.2394 -2.1953 0.2069
```

| no. | E_tot (Eh) |
| --- | --- |
| 1 | -606.9179 |
| 2 | -606.9517 |
| 3 | -607.1035 |
| 4 | -1005.2918 |
| 5 | -549.4480 |
| 6 | -871.7195 |
| 7 | -1188.3081 |
| 8 | -154.5474 |
| 9 | -154.6381 |
| 10 | -154.4752 |
| 11 | -154.5730 |
| 12 | -154.4616 |
| 13 | -1414.5630 |
| 14 | -1360.3327 |
| 15 | -1435.8516 |
| 16 | -459.5823 |
| 17 | -1037.9845 |